Model a:
# H37O18

A cluster of 18 separate species, H37O18 in total (ωB97M-V with the def2-TZVPD basis set, OMol25).

Multiplicity: 1
Total charge: +1
Gap between HOMO and LUMO, hartree: 0.36611
E_LUMO, eV: -2.780

Geometry (Å):
O  2.7186  2.3710  -0.0235
H  -2.6216  -1.4616  3.5941
H  -4.7661  -2.1970  0.1587
O  -3.9072  -1.7376  0.1601
H  2.3370  2.0145  0.8065
O  0.5346  5.2000  -4.2857
H  0.9048  5.4005  -3.4169
H  -0.2357  -0.6565  -2.6747
O  -2.1369  5.6564  -2.4911
H  -3.0080  5.5720  -2.0909
H  -1.5872  5.0427  -1.9948
O  -2.0369  -2.5440  -2.4611
H  -1.8864  -3.4840  -2.6348
H  -2.6511  -2.4397  -1.7126
O  0.9193  -1.5275  -0.1837
H  1.7770  -1.7408  -0.6364
H  0.6781  -2.2615  0.4129
O  0.9593  -3.4701  1.8664
H  2.9099  -0.5955  -0.1074
H  0.2064  -5.6066  -3.3446
O  2.2092  4.2710  -1.8284
H  2.6448  4.1768  -0.9865
H  1.4571  3.6725  -1.8153
O  -2.8321  1.1067  4.8185
H  -3.3099  0.6574  5.5251
H  0.7566  -1.3373  -1.4787
O  0.0307  -5.0557  -2.5858
H  0.1390  -3.9440  2.0481
H  0.7378  -4.6085  -2.1172
O  2.5874  0.6397  -4.0778
H  2.4000  1.5540  -3.7787
H  3.5072  0.9584  -4.1663
O  3.0257  -3.3698  -0.9436
H  3.5770  -3.9184  -1.5149
H  3.5252  -3.3965  -0.1164
O  -3.2626  -1.8866  3.0107
H  -1.9764  1.2588  5.2303
H  -4.0667  -1.9271  3.5395
O  0.7176  2.3139  2.1616
H  0.6044  3.2550  2.0166
H  -0.1362  1.8420  2.1084
O  -1.8655  1.3945  1.9148
H  -1.9675  0.9589  2.7828
H  -2.4872  2.1050  2.1365
O  0.2322  -1.4990  -2.5111
H  2.1545  3.1414  -0.0613
H  -0.6518  -1.9868  -2.2858
O  3.4954  -0.4757  0.6321
H  -0.4226  5.3288  -4.2346
H  3.8561  0.4165  0.6174
O  -0.9475  -0.5668  4.5654
H  -0.0865  -0.5465  5.0278
H  -0.4411  -0.5699  3.7293
H  1.5590  -3.7651  2.5605
H  -3.8714  -1.7325  1.1368

***

Model b:
# H37O18

A cluster of 18 separate species, H37O18 in total (ωB97M-V with the def2-TZVPD basis set, OMol25).

Multiplicity: 1
Total charge: +1
Gap between HOMO and LUMO, hartree: 0.34977
E_LUMO, eV: -2.898

Geometry (Å):
O  -3.9081  0.0531  -0.1074
H  -0.2134  -3.5486  -1.5727
H  -1.1702  1.7423  0.8064
O  -0.5711  1.9093  0.0219
H  -3.8665  0.5348  -1.0363
O  -0.9875  -3.6977  -2.7033
H  -0.7916  -4.7000  -2.9237
H  1.0397  -1.0427  1.8038
O  4.7788  2.2435  1.3066
H  3.9150  0.4466  3.3947
H  4.7554  3.0552  0.9359
O  1.6264  1.3667  1.4552
H  0.8651  1.2839  0.8746
H  2.2568  2.0780  1.3848
O  -2.5655  4.3635  -0.7030
H  -2.3232  4.6787  0.2699
H  -3.3102  3.8143  -0.7561
O  3.8906  3.0350  -2.8138
H  -2.1581  0.3765  2.4792
H  2.3080  -0.3653  1.4848
O  -0.2356  -1.5782  1.8734
H  -0.3767  -1.7429  2.8738
H  -1.1446  -1.0546  1.4938
O  3.3714  0.9023  -1.4136
H  3.2038  0.3698  -2.1151
H  2.0969  -0.2375  2.9822
O  2.1322  -1.0144  2.1950
H  3.3323  3.9429  -2.6797
H  5.4274  1.6556  0.6795
O  -1.6125  -4.1898  1.2303
H  -1.8679  -4.3238  0.3477
H  -1.0129  -3.5347  1.4273
O  -3.4594  3.6442  2.9626
H  -3.8345  3.6229  3.8985
H  -3.1081  4.5901  3.0539
O  0.7073  -3.8049  -1.1702
H  4.3025  0.8705  -1.0670
H  0.8507  -4.6504  -1.1366
O  0.5232  -1.3879  -3.3296
H  0.6227  -2.3835  -3.1063
H  -0.3864  -1.1026  -3.3862
O  -0.3397  1.1889  -2.7631
H  -0.6447  0.1733  -2.7668
H  -0.8027  1.2701  -2.0255
O  3.0335  0.9064  3.4582
H  -4.6327  0.4993  0.3668
H  3.1938  1.6311  2.7442
O  -1.7787  0.3584  1.5972
H  -1.9914  -3.6081  -2.7365
H  -2.6365  0.2592  1.0785
O  -3.0611  -4.6104  -1.6819
H  -2.8591  -5.4651  -1.1871
H  -3.9066  -4.2734  -1.7775
H  3.5040  2.6924  -3.4871
H  -0.1806  2.7576  -0.0347

***

model a takes first place; second place is 5.052 eV up.

***

Model a:
# H2N3O2S

A structure of composition H2N3O2S (ωB97M-V with the def2-TZVPD basis set, OMol25).

Multiplicity: 1
Total charge: -1
Gap between HOMO and LUMO (alpha / beta), hartree: 0.25991 / 0.25997
E_LUMO (alpha / beta), eV: 3.852 / 3.852

Geometry (Å):
N  2.3354  -0.1553  0.0562
N  -2.0411  0.5909  -0.0965
N  1.2829  -0.6462  -0.1558
O  0.8303  -1.7859  -0.1827
O  2.5631  1.0247  0.3844
S  -0.3054  0.9263  -0.1171
H  -2.3968  0.2775  0.8314
H  -2.2684  -0.2320  -0.7200

***

Model b:
# H2N3O2S

A cluster of 2 separate species, H2N3O2S in total (ωB97M-V with the def2-TZVPD basis set, OMol25).

Multiplicity: 1
Total charge: -1
Gap between HOMO and LUMO (alpha / beta), hartree: 0.28532 / 0.27017
E_LUMO (alpha / beta), eV: 3.633 / 3.725

Geometry (Å):
N  -0.4260  1.5734  -0.1892
N  -0.1610  0.4134  -0.4115
N  0.7805  -0.3994  -0.0711
O  -1.7185  -0.7985  -0.2899
O  0.6051  -1.5783  0.0812
S  2.2722  0.3853  0.1248
H  -0.2044  1.9158  0.6933
H  -1.1478  -1.5117  0.0624

***

model a takes first place; second place is 1.123 eV up.

***

Model a:
# C3H7O2S

A cluster of 2 separate species, C3H7O2S in total (ωB97M-V with the def2-TZVPD basis set, OMol25).

Multiplicity: 1
Total charge: -1
Gap between HOMO and LUMO, hartree: 0.25848
E_LUMO, eV: 3.970

Geometry (Å):
O  -1.4713  2.3328  -0.2529
C  -0.5152  1.6443  0.0197
C  -0.4877  0.6888  1.1577
C  -0.0303  -0.7493  0.8456
S  1.7535  -0.8951  0.4656
H  0.4327  1.7124  -0.5411
H  -1.4679  0.6783  1.6413
H  0.3026  1.0743  1.8162
H  -0.7144  -1.1662  0.0954
H  -0.1952  -1.3009  1.7740
H  0.0657  -1.6097  -2.2803
H  1.4024  -0.9792  -2.0119
O  0.9252  -1.4306  -2.7294

***

Model b:
# C3H7O2S

A cluster of 2 separate species, C3H7O2S in total (ωB97M-V with the def2-TZVPD basis set, OMol25).

Multiplicity: 1
Total charge: -1
Gap between HOMO and LUMO, hartree: 0.29444
E_LUMO, eV: 3.581

Geometry (Å):
C  0.9376  0.1676  1.6414
C  1.3256  -0.3453  0.2535
S  1.5028  0.9774  -0.9862
H  -0.0706  0.6125  1.6535
H  1.6978  0.9499  1.9724
H  0.9756  -0.6660  2.4256
H  2.2737  -0.9073  0.2692
H  0.5418  -1.0311  -0.0779
H  0.1606  1.1723  -1.0897
O  -1.6449  -1.5244  0.6890
C  -2.1563  -0.5330  0.1066
O  -1.7516  0.1034  -0.9300
H  -3.0940  -0.1355  0.5442

***

model b takes first place; second place is 0.544 eV up.